<A>
# C52H143N13O13

A 13-piece molecular cluster, C52H143N13O13 overall (wB97M-V/def2-TZVPD, OMol25).

gap between HOMO and LUMO = 8.401 eV
multiplicity = 1

Each line ends with the Löwdin charge.
Element x y z (Å)
C  -17.318  -3.292  -18.322  -0.050
C  -17.341  -4.411  -17.266  -0.420
C  -18.323  -4.244  -16.032  -0.101
O  -18.447  -2.907  -15.432  -0.255
C  -17.399  -2.513  -14.674  -0.155
N  -17.530  -5.670  -17.922  0.024
H  -18.311  -2.920  -18.572  0.083
H  -17.007  -3.571  -19.328  0.078
H  -16.689  -2.473  -17.972  0.046
H  -16.302  -4.496  -16.946  0.125
H  -18.070  -4.979  -15.268  0.121
H  -19.317  -4.565  -16.344  0.117
H  -17.641  -1.516  -14.305  0.088
H  -16.501  -2.500  -15.292  0.092
H  -17.274  -3.100  -13.765  0.086
H  -17.171  -5.492  -18.850  0.060
H  -18.491  -5.853  -18.175  0.075
C  -22.712  -0.346  -16.526  -0.015
C  -21.215  -0.648  -16.335  -0.434
C  -20.587  0.334  -15.394  -0.288
O  -20.664  1.594  -15.840  -0.147
C  -20.104  2.539  -14.914  -0.057
N  -21.074  -1.940  -15.831  0.054
H  -23.190  -0.379  -15.548  0.068
H  -23.172  -1.075  -17.194  0.058
H  -22.800  0.649  -16.961  0.068
H  -20.690  -0.629  -17.290  0.131
H  -19.585  0.031  -15.091  0.111
H  -21.047  0.252  -14.409  0.110
H  -20.780  2.548  -14.058  0.061
H  -20.087  3.524  -15.379  0.090
H  -19.133  2.372  -14.448  0.065
H  -21.330  -1.989  -14.856  0.061
H  -20.078  -2.104  -15.834  0.053
C  -18.077  1.086  -11.097  -0.046
C  -17.707  2.057  -9.949  -0.402
C  -16.188  1.993  -9.593  -0.163
O  -15.965  2.777  -8.399  -0.197
C  -14.764  2.538  -7.730  -0.135
N  -18.038  3.415  -10.351  0.045
H  -18.051  1.539  -12.088  0.065
H  -19.121  0.855  -10.882  0.056
H  -17.573  0.121  -11.054  0.051
H  -18.217  1.837  -9.011  0.130
H  -15.554  2.410  -10.376  0.115
H  -15.928  0.960  -9.364  0.108
H  -14.821  3.047  -6.768  0.089
H  -13.945  2.995  -8.285  0.079
H  -14.534  1.482  -7.594  0.080
H  -17.450  3.735  -11.107  0.006
H  -18.974  3.440  -10.730  0.056
C  -20.852  8.368  -15.791  -0.083
C  -21.600  8.271  -17.061  -0.494
C  -22.258  6.904  -17.312  -0.190
O  -21.237  5.958  -17.553  -0.179
C  -21.614  4.719  -18.120  -0.105
N  -22.545  9.309  -17.126  0.039
H  -20.011  7.694  -15.629  0.080
H  -21.473  8.325  -14.896  0.078
H  -20.337  9.328  -15.805  0.077
H  -20.769  8.454  -17.742  0.135
H  -22.937  6.986  -18.161  0.115
H  -22.980  6.665  -16.531  0.127
H  -22.495  4.302  -17.633  0.086
H  -20.815  3.977  -18.123  0.072
H  -21.951  4.858  -19.147  0.084
H  -22.122  10.224  -17.182  0.082
H  -23.134  9.221  -17.943  0.074
C  -24.346  -5.232  -17.792  -0.079
C  -23.767  -4.096  -17.014  -0.424
C  -23.837  -4.340  -15.439  -0.182
O  -25.178  -4.416  -14.983  -0.179
C  -25.259  -4.709  -13.567  -0.091
N  -22.385  -3.950  -17.454  0.034
H  -25.320  -5.486  -17.373  0.075
H  -23.657  -6.062  -17.638  0.076
H  -24.388  -5.169  -18.879  0.063
H  -24.301  -3.196  -17.318  0.109
H  -23.304  -3.479  -15.038  0.094
H  -23.295  -5.240  -15.149  0.118
H  -24.569  -5.501  -13.276  0.079
H  -26.225  -4.938  -13.115  0.082
H  -24.968  -3.839  -12.978  0.064
H  -21.811  -3.286  -16.955  0.004
H  -22.354  -3.515  -18.365  0.014
C  -16.554  3.973  -14.232  -0.047
C  -15.721  4.573  -13.100  -0.404
C  -14.703  5.694  -13.612  -0.174
O  -13.567  5.168  -14.298  -0.180
C  -12.732  4.374  -13.496  -0.124
N  -16.601  5.129  -12.088  0.017
H  -16.871  2.934  -14.140  0.054
H  -15.828  3.838  -15.033  0.073
H  -17.348  4.592  -14.650  0.083
H  -15.205  3.817  -12.509  0.116
H  -14.448  6.372  -12.797  0.110
H  -15.156  6.446  -14.258  0.124
H  -13.145  3.366  -13.477  0.084
H  -12.487  4.790  -12.519  0.092
H  -11.738  4.266  -13.932  0.085
H  -17.015  5.904  -12.586  0.082
H  -16.079  5.575  -11.347  0.091
C  -29.294  2.101  -22.150  -0.055
C  -28.326  1.269  -21.208  -0.422
C  -27.216  2.156  -20.618  -0.183
O  -26.407  1.524  -19.588  -0.201
C  -25.485  2.377  -18.923  -0.101
N  -29.092  0.786  -20.087  0.028
H  -28.719  2.558  -22.955  0.063
H  -29.763  2.966  -21.680  0.072
H  -30.064  1.497  -22.629  0.069
H  -27.915  0.417  -21.750  0.123
H  -27.684  3.060  -20.229  0.121
H  -26.658  2.616  -21.433  0.121
H  -24.916  1.792  -18.200  0.077
H  -26.012  3.179  -18.405  0.090
H  -24.674  2.824  -19.497  0.073
H  -28.356  0.509  -19.453  0.054
H  -29.616  -0.073  -20.166  0.073
C  -21.672  5.571  -12.898  -0.043
C  -22.495  6.098  -11.680  -0.410
C  -23.993  5.773  -11.723  -0.158
O  -24.823  6.254  -10.617  -0.186
C  -24.857  7.625  -10.416  -0.148
N  -21.815  5.521  -10.534  0.061
H  -20.623  5.869  -12.924  0.073
H  -21.998  5.876  -13.892  0.056
H  -21.591  4.494  -13.044  0.050
H  -22.512  7.181  -11.561  0.119
H  -24.039  4.684  -11.701  0.110
H  -24.484  6.028  -12.662  0.123
H  -25.641  7.895  -9.708  0.093
H  -25.053  8.114  -11.370  0.084
H  -23.909  8.114  -10.193  0.077
H  -22.509  5.738  -9.833  0.065
H  -21.874  4.522  -10.674  0.021
C  -25.949  -3.923  -23.421  -0.052
C  -26.313  -4.581  -22.078  -0.414
C  -26.491  -3.597  -20.900  -0.218
O  -25.279  -2.967  -20.567  -0.227
C  -25.493  -1.807  -19.729  -0.062
N  -27.512  -5.395  -22.335  0.028
H  -25.794  -4.697  -24.172  0.078
H  -25.039  -3.334  -23.304  0.057
H  -26.662  -3.185  -23.789  0.077
H  -25.528  -5.253  -21.729  0.134
H  -26.956  -4.130  -20.070  0.122
H  -27.248  -2.881  -21.220  0.117
H  -24.498  -1.458  -19.451  0.066
H  -26.138  -1.993  -18.871  0.098
H  -25.973  -0.993  -20.272  0.073
H  -27.956  -5.981  -21.643  0.069
H  -28.206  -4.745  -22.675  0.063
C  -22.212  -1.832  -22.497  -0.052
C  -21.736  -1.972  -21.053  -0.401
C  -21.878  -0.581  -20.261  -0.180
O  -20.948  0.390  -20.622  -0.183
C  -21.138  1.607  -19.971  -0.117
N  -22.400  -3.023  -20.367  0.046
H  -21.692  -1.048  -23.048  0.077
H  -23.278  -1.602  -22.496  0.070
H  -22.115  -2.741  -23.090  0.074
H  -20.689  -2.255  -20.945  0.133
H  -21.723  -0.697  -19.188  0.096
H  -22.849  -0.131  -20.468  0.114
H  -20.534  2.313  -20.540  0.085
H  -20.758  1.494  -18.955  0.086
H  -22.112  2.079  -20.098  0.080
H  -23.403  -2.936  -20.436  0.034
H  -22.171  -3.805  -20.964  0.092
C  -23.748  -0.694  -12.385  -0.038
C  -23.731  0.598  -11.525  -0.415
C  -22.380  1.398  -11.706  -0.168
O  -22.316  2.582  -10.946  -0.238
C  -22.069  2.391  -9.580  -0.094
N  -24.891  1.470  -11.649  0.048
H  -22.972  -1.447  -12.248  0.055
H  -23.718  -0.376  -13.427  0.059
H  -24.666  -1.206  -12.098  0.070
H  -23.794  0.260  -10.491  0.112
H  -22.247  1.702  -12.744  0.107
H  -21.566  0.719  -11.450  0.113
H  -22.560  1.488  -9.216  0.083
H  -22.558  3.155  -8.974  0.097
H  -20.991  2.293  -9.447  0.088
H  -24.723  2.265  -11.048  0.057
H  -25.665  1.037  -11.167  0.071
C  -20.691  -4.298  -12.953  -0.020
C  -20.399  -3.084  -12.011  -0.410
C  -19.167  -3.346  -11.083  -0.160
O  -18.939  -2.138  -10.336  -0.203
C  -17.734  -2.201  -9.605  -0.130
N  -20.199  -1.958  -12.854  0.072
H  -21.681  -4.192  -13.396  0.056
H  -20.606  -5.228  -12.392  0.081
H  -20.039  -4.303  -13.827  0.059
H  -21.299  -2.931  -11.415  0.127
H  -18.307  -3.562  -11.717  0.112
H  -19.297  -4.168  -10.379  0.126
H  -16.870  -2.142  -10.267  0.082
H  -17.501  -3.095  -9.027  0.087
H  -17.634  -1.346  -8.936  0.085
H  -19.693  -1.408  -12.175  0.062
H  -19.516  -2.232  -13.546  0.033
C  -16.656  0.404  -16.574  -0.047
C  -17.179  0.704  -17.958  -0.439
C  -17.292  2.225  -18.158  -0.205
O  -17.907  2.512  -19.383  -0.195
C  -17.882  3.897  -19.712  -0.093
N  -16.311  0.186  -18.963  0.050
H  -17.446  0.637  -15.861  0.060
H  -15.708  0.824  -16.239  0.093
H  -16.653  -0.683  -16.494  0.041
H  -18.090  0.124  -18.103  0.135
H  -16.320  2.718  -18.123  0.125
H  -17.799  2.799  -17.382  0.114
H  -18.517  4.455  -19.023  0.079
H  -18.358  3.982  -20.688  0.084
H  -16.889  4.318  -19.869  0.091
H  -16.249  -0.820  -18.893  0.039
H  -16.900  0.180  -19.783  0.079

<B>
# C52H143N13O13

A 13-piece molecular cluster, C52H143N13O13 overall (wB97M-V/def2-TZVPD, OMol25).

gap between HOMO and LUMO = 8.882 eV
multiplicity = 1

Each line ends with the Löwdin charge.
Element x y z (Å)
C  3.991  2.610  -0.689  -0.073
C  3.619  1.990  -1.967  -0.419
C  4.067  0.470  -2.140  -0.165
O  3.983  0.233  -3.557  -0.201
C  4.816  -0.899  -3.963  -0.085
N  2.166  2.050  -2.134  0.063
H  5.069  2.766  -0.655  0.087
H  3.828  1.831  0.055  0.052
H  3.426  3.490  -0.380  0.084
H  4.167  2.585  -2.697  0.135
H  3.510  -0.307  -1.616  0.118
H  5.128  0.570  -1.912  0.113
H  5.151  -0.921  -5.000  0.080
H  4.379  -1.872  -3.740  0.072
H  5.779  -0.873  -3.453  0.073
H  1.896  1.492  -2.931  0.064
H  1.811  1.446  -1.406  0.027
C  2.158  -2.003  5.232  -0.041
C  0.631  -1.877  5.510  -0.423
C  0.192  -2.071  6.944  -0.171
O  0.614  -3.314  7.586  -0.185
C  0.340  -3.321  8.977  -0.129
N  0.255  -0.572  5.003  0.063
H  2.740  -1.166  5.617  0.081
H  2.402  -1.906  4.174  0.056
H  2.573  -2.968  5.522  0.073
H  0.108  -2.600  4.885  0.111
H  -0.897  -2.054  6.986  0.115
H  0.662  -1.225  7.445  0.127
H  1.083  -2.741  9.524  0.086
H  0.376  -4.305  9.446  0.080
H  -0.687  -3.045  9.218  0.080
H  0.497  -0.433  4.033  0.059
H  -0.732  -0.396  4.880  0.023
C  0.631  -5.915  -1.144  -0.035
C  0.367  -6.996  -0.053  -0.432
C  1.502  -7.088  0.996  -0.178
O  1.368  -8.149  1.963  -0.189
C  2.285  -8.122  3.057  -0.115
N  -0.921  -6.746  0.465  0.055
H  1.530  -5.935  -1.760  0.049
H  0.490  -4.905  -0.759  0.059
H  -0.050  -6.022  -1.988  0.070
H  0.287  -7.985  -0.505  0.132
H  1.605  -6.152  1.545  0.119
H  2.396  -7.298  0.409  0.115
H  2.160  -8.968  3.733  0.082
H  2.056  -7.290  3.724  0.078
H  3.356  -8.092  2.858  0.082
H  -0.815  -7.079  1.413  0.072
H  -1.117  -5.761  0.573  0.026
C  3.374  8.466  2.667  -0.052
C  3.791  8.286  1.219  -0.510
C  2.613  8.426  0.254  -0.140
O  1.680  7.292  0.404  -0.220
C  0.768  7.021  -0.619  -0.116
N  4.775  9.213  0.977  0.032
H  2.703  9.310  2.827  0.081
H  4.179  8.669  3.374  0.079
H  2.809  7.586  2.978  0.055
H  4.265  7.325  1.017  0.147
H  3.046  8.300  -0.739  0.119
H  2.164  9.414  0.355  0.126
H  -0.082  7.675  -0.426  0.096
H  0.541  5.960  -0.516  0.072
H  1.107  7.250  -1.630  0.077
H  5.316  9.007  0.149  0.086
H  4.239  10.050  0.800  0.081
C  3.866  -6.641  -3.464  -0.074
C  5.290  -6.102  -3.422  -0.449
C  5.579  -5.160  -2.151  -0.185
O  4.451  -4.333  -1.918  -0.209
C  4.449  -3.948  -0.565  -0.099
N  6.169  -7.214  -3.362  0.024
H  3.479  -7.058  -2.534  0.073
H  3.860  -7.383  -4.262  0.081
H  3.239  -5.775  -3.678  0.070
H  5.460  -5.468  -4.292  0.134
H  6.507  -4.710  -2.504  0.119
H  5.838  -5.867  -1.363  0.115
H  4.488  -4.854  0.040  0.081
H  3.497  -3.468  -0.334  0.081
H  5.375  -3.376  -0.507  0.095
H  6.085  -7.672  -4.258  0.072
H  5.560  -7.861  -2.883  0.065
C  -3.561  -4.483  -1.382  -0.053
C  -4.062  -4.333  0.082  -0.411
C  -3.106  -3.525  0.986  -0.175
O  -1.843  -4.143  1.327  -0.227
C  -1.427  -4.007  2.731  -0.068
N  -5.381  -3.684  0.088  0.049
H  -2.685  -5.111  -1.225  0.060
H  -3.178  -3.512  -1.698  0.058
H  -4.243  -5.005  -2.054  0.081
H  -4.014  -5.361  0.440  0.133
H  -3.642  -3.433  1.931  0.110
H  -3.079  -2.502  0.612  0.112
H  -1.350  -2.932  2.894  0.056
H  -0.371  -4.240  2.870  0.080
H  -2.026  -4.447  3.528  0.095
H  -5.914  -4.116  -0.652  0.070
H  -5.190  -2.699  -0.025  0.050
C  -0.342  -1.895  -1.488  -0.025
C  0.352  -0.705  -0.687  -0.375
C  -0.680  0.422  -0.375  -0.202
O  -0.008  1.617  -0.234  -0.197
C  -0.768  2.655  0.323  -0.098
N  0.858  -1.171  0.557  0.079
H  0.348  -2.737  -1.544  0.055
H  -0.729  -1.608  -2.466  0.057
H  -1.202  -2.191  -0.888  0.062
H  1.118  -0.378  -1.390  0.106
H  -1.382  0.126  0.405  0.121
H  -1.459  0.595  -1.117  0.115
H  -0.545  3.496  -0.334  0.085
H  -0.381  2.929  1.304  0.054
H  -1.847  2.514  0.383  0.083
H  1.122  -2.146  0.548  0.066
H  0.099  -1.167  1.223  0.069
C  2.793  3.307  4.102  -0.069
C  2.678  3.045  2.637  -0.434
C  1.978  1.721  2.378  -0.224
O  2.635  0.617  2.878  -0.188
C  3.862  0.270  2.331  -0.113
N  1.886  4.121  2.037  0.064
H  1.908  2.938  4.620  0.080
H  2.763  4.339  4.450  0.076
H  3.713  2.865  4.485  0.080
H  3.702  3.198  2.296  0.125
H  1.654  1.629  1.341  0.101
H  1.026  1.721  2.908  0.119
H  4.310  -0.589  2.830  0.087
H  4.530  1.127  2.247  0.084
H  3.717  -0.134  1.329  0.068
H  1.130  4.193  2.703  0.021
H  2.304  5.034  1.933  0.062
C  -1.170  3.719  -5.228  -0.090
C  -0.166  4.744  -4.872  -0.403
C  -0.539  5.551  -3.552  -0.237
O  -1.799  6.092  -3.573  -0.176
C  -2.553  5.655  -2.459  -0.083
N  1.200  4.152  -4.929  0.051
H  -0.909  3.238  -6.171  0.079
H  -2.223  3.983  -5.327  0.079
H  -1.319  2.869  -4.563  0.065
H  -0.139  5.534  -5.623  0.131
H  0.075  6.451  -3.545  0.106
H  -0.222  5.040  -2.644  0.105
H  -2.845  4.617  -2.615  0.082
H  -3.402  6.334  -2.544  0.098
H  -1.970  5.715  -1.541  0.066
H  1.845  4.853  -4.595  0.060
H  1.249  3.414  -4.241  0.036
C  -2.836  -3.827  -7.407  -0.036
C  -2.468  -5.026  -6.482  -0.449
C  -2.848  -4.787  -4.965  -0.132
O  -2.039  -3.712  -4.390  -0.270
C  -0.619  -3.848  -4.521  -0.075
N  -3.028  -6.220  -7.006  0.029
H  -2.508  -4.009  -8.431  0.077
H  -2.341  -2.920  -7.060  0.060
H  -3.910  -3.680  -7.293  0.080
H  -1.400  -5.236  -6.551  0.117
H  -2.769  -5.631  -4.280  0.118
H  -3.834  -4.339  -4.840  0.106
H  -0.044  -3.378  -3.723  0.068
H  -0.334  -3.422  -5.483  0.083
H  -0.351  -4.874  -4.771  0.081
H  -2.563  -6.986  -6.540  0.075
H  -3.983  -6.246  -6.677  0.074
C  -0.210  7.276  3.171  -0.056
C  -1.153  6.120  3.145  -0.436
C  -1.572  5.557  1.705  -0.118
O  -2.567  6.414  1.047  -0.169
C  -3.808  6.507  1.668  -0.144
N  -0.586  5.052  3.919  0.043
H  -0.055  7.591  4.203  0.084
H  -0.484  8.173  2.616  0.090
H  0.708  6.947  2.684  0.049
H  -2.048  6.408  3.697  0.121
H  -1.989  4.568  1.900  0.082
H  -0.680  5.246  1.162  0.084
H  -4.544  6.783  0.913  0.090
H  -4.001  7.163  2.517  0.085
H  -4.236  5.577  2.040  0.065
H  -0.474  5.512  4.810  0.083
H  -1.231  4.289  4.067  0.053
C  -3.365  -0.087  -5.174  -0.045
C  -3.490  -0.753  -3.802  -0.414
C  -4.176  0.184  -2.779  -0.229
O  -4.205  -0.411  -1.508  -0.192
C  -4.766  0.495  -0.545  -0.096
N  -4.143  -2.078  -3.868  0.072
H  -2.423  0.445  -5.307  0.071
H  -4.266  0.424  -5.514  0.080
H  -3.352  -0.882  -5.919  0.057
H  -2.502  -0.829  -3.348  0.105
H  -5.163  0.414  -3.179  0.126
H  -3.650  1.137  -2.832  0.120
H  -4.909  0.002  0.417  0.062
H  -5.764  0.837  -0.821  0.099
H  -4.102  1.340  -0.364  0.067
H  -3.292  -2.612  -3.971  0.010
H  -4.605  -2.114  -2.971  0.050
C  -4.877  1.599  2.590  -0.029
C  -3.853  1.862  3.797  -0.376
C  -2.480  1.138  3.953  -0.177
O  -2.403  -0.284  3.593  -0.236
C  -3.218  -1.229  4.436  -0.036
N  -3.761  3.332  3.982  0.047
H  -5.368  0.629  2.524  0.066
H  -4.320  1.725  1.662  0.038
H  -5.611  2.401  2.678  0.074
H  -4.328  1.428  4.678  0.116
H  -2.066  1.420  4.922  0.120
H  -1.817  1.649  3.255  0.101
H  -3.014  -1.079  5.497  0.083
H  -3.163  -2.286  4.173  0.063
H  -4.252  -0.942  4.246  0.072
H  -3.816  3.713  3.048  0.029
H  -4.568  3.661  4.492  0.078

How do the energies compare? Relative to the most stable structure, in kcal/mol: <A> 0.0; <B> 62.0.